(a)
Here is an isolated molecule of C3HN3O2 from the OMol25 dataset. Energies are from the ωB97M-V functional and the def2-TZVPD basis.

Computed properties:
Charge ... 0
SMILES ... N#CC(C#N)[N+](=O)[O-]
LUMO energy ... -1.03 eV
2S+1 ... 1
Orbital gap ... 11.387 eV

```
9
C3HN3O2 the ωB97M-V functional and the def2-TZVPD basis
N 1.7902 -1.5530 -1.3348
C 1.0962 -0.9961 -0.6432
C 0.0153 -0.2894 0.3748
C 0.6827 -0.4180 1.6156
N 1.1887 -0.6113 2.6155
N -1.0537 -1.2483 0.1884
O -1.1750 -2.1196 0.9746
O -1.7199 -1.1379 -0.8001
H -0.0915 0.6953 -0.1293
```



(b)
Here is a cluster of 2 separate species, C3HN3O2 in total from the OMol25 dataset. Energies are from the ωB97M-V functional and the def2-TZVPD basis.

Computed properties:
Charge ... 0
LUMO energy (alpha / beta) ... -3.34 / -4.72 eV
2S+1 ... 1
Orbital gap (alpha / beta) ... 5.720 / 3.277 eV

```
9
C3HN3O2 the ωB97M-V functional and the def2-TZVPD basis
C -0.8374 -0.7850 -1.3798
C 1.2358 0.2097 -0.7062
C -0.0976 0.3593 -0.9865
N -1.5552 -1.5768 -1.7462
N 2.3669 0.1141 -0.5169
N -0.1918 0.0585 1.7987
O -1.2815 0.3254 2.1547
O 0.9342 0.0087 2.0659
H -0.5735 1.2861 -0.6837
```



Decreasing stability: (a), (b)